Here is a cluster of 6 separate species, C27H59NO15PS5 in total at a distorted geometry from the Open Molecules 2025 dataset. Energies are from the ωB97M-V functional and the def2-TZVPD basis.

max |F|	0.0984	hartree/bohr
gap between HOMO and LUMO	3.38	eV
highest occupied orbital energy	-0.0689	hartree
total energy	-124615.9808	eV
LUMO energy	1.509	eV

The geometry in ORCA input format:
```
! RIJCOSX wB97M-V def2-TZVPD def2/J DEFGRID3
* xyz -1 1
C 1.813 2.417 -0.884
C 1.894 0.827 -1.200
P 1.415 0.402 -2.986
C 2.331 1.597 -4.182
C 3.894 1.262 -4.354
N 1.774 -1.257 -3.416
C 1.604 -2.181 -2.273
C 2.953 -2.327 -1.366
C 2.968 -3.014 0.025
C 4.339 -3.026 0.784
C 5.618 -2.386 0.213
C 7.041 -2.342 0.992
C 5.596 -1.729 -1.191
C 4.237 -1.700 -1.970
H 2.125 2.545 0.209
H 2.612 2.909 -1.536
H 0.746 2.747 -1.109
H 2.994 0.530 -0.980
H 1.259 0.208 -0.463
H 1.829 1.512 -5.215
H 2.193 2.662 -3.769
H 4.365 2.089 -5.017
H 4.487 1.311 -3.362
H 4.093 0.267 -4.873
H 1.457 -3.236 -2.731
H 0.668 -1.990 -1.634
H 2.008 -3.465 0.432
H 4.351 -3.500 1.817
H 7.222 -3.363 1.461
H 6.961 -1.486 1.750
H 7.854 -2.024 0.246
H 6.524 -1.267 -1.677
H 4.282 -1.191 -2.998
O -4.699 0.251 -2.500
S -4.461 -1.169 -2.539
O -3.772 -1.855 -1.478
O -3.766 -1.548 -3.947
C -2.565 -0.858 -4.326
C -1.353 -1.382 -3.583
C -6.003 -1.992 -2.826
H -2.679 0.221 -4.184
H -2.430 -1.030 -5.397
H -1.411 -1.142 -2.519
H -0.435 -0.938 -3.978
H -1.287 -2.471 -3.666
H -6.511 -1.511 -3.661
H -6.604 -1.905 -1.921
H -5.807 -3.042 -3.042
O 2.384 5.037 1.156
S 3.189 6.219 0.989
O 4.543 6.157 0.506
O 3.163 7.071 2.365
C 3.534 6.414 3.576
C 5.038 6.259 3.691
C 2.292 7.377 -0.006
H 3.029 5.447 3.662
H 3.175 7.040 4.397
H 5.420 5.563 2.941
H 5.312 5.877 4.677
H 5.540 7.217 3.529
H 1.280 7.469 0.385
H 2.269 6.994 -1.026
H 2.808 8.337 0.020
O 4.616 6.103 7.092
S 3.780 5.755 8.211
O 2.703 6.603 8.648
O 4.720 5.406 9.480
C 5.687 6.370 9.895
C 5.047 7.506 10.671
C 3.140 4.124 7.955
H 6.252 6.745 9.037
H 6.395 5.847 10.543
H 4.403 8.108 10.027
H 5.811 8.162 11.093
H 4.423 7.118 11.481
H 3.958 3.463 7.672
H 2.404 4.175 7.153
H 2.665 3.784 8.875
O -2.510 -5.714 -6.126
S -1.955 -5.913 -4.811
O -0.583 -5.610 -4.513
O -2.271 -7.429 -4.334
C -1.876 -8.504 -5.183
C -0.386 -8.774 -5.086
C -2.984 -5.089 -3.629
H -2.177 -8.311 -6.216
H -2.423 -9.388 -4.847
H 0.192 -7.945 -5.501
H -0.121 -9.679 -5.637
H -0.080 -8.890 -4.043
H -4.023 -5.357 -3.818
H -2.844 -4.015 -3.753
H -2.680 -5.391 -2.627
O -9.089 -2.905 -1.605
S -10.281 -2.445 -0.942
O -10.415 -1.092 -0.471
O -10.632 -3.457 0.269
C -9.623 -3.728 1.243
C -9.478 -2.585 2.230
C -11.680 -2.825 -1.959
H -8.670 -3.957 0.759
H -9.936 -4.627 1.779
H -9.076 -1.694 1.743
H -8.801 -2.861 3.042
H -10.448 -2.313 2.653
H -11.612 -3.864 -2.279
H -11.654 -2.163 -2.825
H -12.590 -2.652 -1.385
*
```

Results of the Löwdin charge analysis, in e, for atoms 1 through 4: C -0.2001; C -0.4538; P 0.7856; C -0.4293


Here is a structure of composition C25H27BF5N7OS2V at a distorted geometry from the Open Molecules 2025 dataset. Energies are from the ωB97M-V functional and the def2-TZVPD basis.

max |F|	0.0339	hartree/bohr
energy above the lowest of the compared OMol25 structures with the same formula, charge and spin	62.0	kJ/mol
gap between HOMO and LUMO (alpha / beta)	6.37 / 6.67	eV
highest occupied orbital energy (alpha / beta)	-0.2695 / -0.2917	hartree
total energy	-100464.3451	eV
LUMO energy (alpha / beta)	-0.963 / -1.268	eV

The geometry in ORCA input format:
```
! RIJCOSX wB97M-V def2-TZVPD def2/J DEFGRID3
* xyz 0 4
V -0.894 -0.529 -0.662
C -1.565 -1.293 3.416
C -1.364 -0.679 2.076
N -0.846 -1.330 1.056
N -0.361 -2.614 1.295
C 0.883 -2.783 1.855
N 1.307 -4.068 1.770
S 1.793 -1.579 2.528
C -1.663 0.713 1.781
C -2.324 1.555 2.673
C -2.526 2.876 2.335
C -2.053 3.340 1.114
C -1.425 2.447 0.272
N -1.234 1.158 0.569
H -0.658 -1.190 4.017
H -1.781 -2.354 3.311
H -2.388 -0.822 3.947
H -0.590 -3.222 0.516
H 0.656 -4.815 1.586
H 2.155 -4.293 2.260
H -2.684 1.172 3.614
H -3.046 3.539 3.012
H -2.180 4.369 0.809
H -1.077 2.778 -0.699
F -3.777 4.478 -3.799
C -3.688 3.321 -3.141
C -2.560 2.531 -3.258
F -1.533 2.925 -4.019
C -2.505 1.344 -2.558
F -1.352 0.610 -2.674
C -3.506 0.875 -1.719
S -3.333 -0.624 -0.843
C -4.629 1.699 -1.635
F -5.651 1.352 -0.851
C -4.724 2.895 -2.324
F -5.811 3.657 -2.199
B -1.335 -4.224 -3.459
C -1.035 -3.065 -2.443
N -0.818 -2.208 -1.691
H -1.375 -5.253 -2.816
H -0.447 -4.235 -4.284
H -2.409 -3.965 -3.952
C 2.422 -4.650 -1.230
C 2.651 -3.904 -2.539
N 3.973 -3.296 -2.628
C 5.112 -4.168 -2.930
C 5.970 -4.477 -1.710
C 4.243 -1.981 -2.505
O 5.378 -1.530 -2.609
C 3.137 -0.983 -2.245
C 3.309 0.269 -2.832
C 2.421 1.284 -2.543
C 1.381 1.013 -1.674
N 1.168 -0.191 -1.133
C 2.049 -1.166 -1.416
H 1.385 -4.980 -1.172
H 2.649 -4.024 -0.365
H 3.056 -5.536 -1.170
H 1.887 -3.145 -2.702
H 2.552 -4.603 -3.371
H 5.720 -3.679 -3.689
H 4.703 -5.085 -3.356
H 6.403 -3.559 -1.316
H 6.782 -5.150 -1.985
H 5.383 -4.954 -0.925
H 4.161 0.428 -3.478
H 2.534 2.274 -2.960
H 0.693 1.795 -1.384
H 1.872 -2.108 -0.915
*
```

Results of the Löwdin charge analysis, in e, for atoms 1 through 4: V 0.5652; C -0.0159; C -0.2643; N -0.1146


Here is a structure of composition C9H26F3N10O7Ti at a distorted geometry from the Open Molecules 2025 dataset. Energies are from the ωB97M-V functional and the def2-TZVPD basis.

max |F|	0.0355	hartree/bohr
energy above the lowest of the compared OMol25 structures with the same formula, charge and spin	70.8	kJ/mol
gap between HOMO and LUMO (alpha / beta)	3.84 / 8.65	eV
highest occupied orbital energy (alpha / beta)	-0.1303 / -0.3099	hartree
total energy	-70259.8196	eV
LUMO energy (alpha / beta)	0.291 / 0.218	eV

The geometry in ORCA input format:
```
! RIJCOSX wB97M-V def2-TZVPD def2/J DEFGRID3
* xyz 0 4
Ti -2.822 14.501 -10.134
C -6.022 16.241 -9.553
O -6.692 16.723 -10.725
O -4.898 15.683 -9.959
C -5.901 17.448 -8.600
F -5.209 17.159 -7.480
F -5.271 18.488 -9.174
F -7.101 17.890 -8.182
C -8.106 16.835 -10.749
C -8.503 17.568 -11.996
H -9.563 17.373 -12.179
H -8.397 18.648 -11.895
H -7.925 17.228 -12.852
H -8.483 17.217 -9.791
H -8.556 15.826 -10.680
H -6.786 15.578 -9.080
C -1.710 14.850 -7.240
O -1.383 14.452 -8.356
N -0.811 14.975 -6.215
N -3.003 15.064 -6.893
H -1.091 15.384 -5.345
H 0.117 14.631 -6.374
H -3.709 15.088 -7.616
H -3.207 15.329 -5.947
C -4.350 11.650 -9.093
O -3.624 12.531 -9.531
N -4.432 10.410 -9.649
N -5.125 11.863 -7.958
H -4.978 9.701 -9.198
H -4.218 10.354 -10.629
H -6.002 11.366 -7.978
H -5.174 12.853 -7.768
C 0.144 13.499 -11.638
O -1.050 13.381 -11.437
N 0.736 14.693 -11.930
N 1.024 12.436 -11.530
H 0.205 15.522 -11.688
H 1.666 14.754 -12.295
H 0.821 11.695 -10.882
H 2.013 12.618 -11.554
C -1.246 17.165 -9.878
O -1.299 16.297 -10.764
N -0.165 17.999 -9.758
N -2.345 17.486 -9.142
H 0.546 18.081 -10.455
H -0.135 18.509 -8.894
H -3.263 17.234 -9.488
H -2.242 17.902 -8.235
C -4.055 18.505 -12.781
O -3.640 19.315 -13.601
N -5.277 18.578 -12.174
N -3.340 17.380 -12.468
H -5.942 19.281 -12.428
H -5.588 17.797 -11.613
H -2.422 17.365 -12.870
H -3.615 16.607 -11.879
*
```

Results of the Löwdin charge analysis, in e, for atoms 1 through 4: Ti 0.6951; C -0.4824; O -0.1473; O -0.2066


Here is the ion C7H11N with charge -1 at a distorted geometry from the Open Molecules 2025 dataset. Energies are from the ωB97M-V functional and the def2-TZVPD basis.

max |F|	0.1075	hartree/bohr
energy above the lowest of the compared OMol25 structures with the same formula, charge and spin	235.4	kJ/mol
gap between HOMO and LUMO (alpha / beta)	2.88 / 7.18	eV
highest occupied orbital energy (alpha / beta)	0.0334 / -0.1276	hartree
total energy	-8922.0074	eV
LUMO energy (alpha / beta)	3.792 / 3.709	eV

The geometry in ORCA input format:
```
! RIJCOSX wB97M-V def2-TZVPD def2/J DEFGRID3
* xyz -1 2
C -1.440 0.953 3.708
C -0.808 1.031 2.486
N 0.082 0.259 1.808
C 0.462 0.691 0.529
C 0.619 -1.159 -3.890
C 0.135 -1.441 -2.689
C 0.254 -0.223 -1.738
C 0.663 -0.397 -0.490
H -1.160 0.337 4.614
H -2.062 1.820 4.144
H -1.153 1.905 1.825
H 0.575 -0.497 2.278
H -0.020 1.688 0.171
H 1.612 0.993 0.419
H 0.953 -0.192 -4.190
H 0.745 -1.735 -4.749
H -0.564 -2.286 -2.500
H -0.103 0.690 -2.163
H 1.291 -1.266 0.002
*
```

Results of the Löwdin charge analysis, in e, for atoms 1 through 4: C -0.1015; C -0.2848; N -0.0494; C -0.3368


Here is a cluster of 2 separate species, C2H7NO2 in total at a distorted geometry from the Open Molecules 2025 dataset. Energies are from the ωB97M-V functional and the def2-TZVPD basis.

max |F|	0.1068	hartree/bohr
energy above the lowest of the compared OMol25 structures with the same formula, charge and spin	165.2	kJ/mol
gap between HOMO and LUMO	10.05	eV
highest occupied orbital energy	-0.3455	hartree
total energy	-7771.8137	eV
LUMO energy	0.649	eV

The geometry in ORCA input format:
```
! RIJCOSX wB97M-V def2-TZVPD def2/J DEFGRID3
* xyz 0 1
C 0.559 0.853 -0.253
N 0.644 1.218 1.185
C 0.286 0.276 2.101
O 0.616 0.532 3.214
H 0.313 1.832 -0.757
H -0.127 0.001 -0.431
H 1.524 0.621 -0.579
H 1.330 1.897 1.294
H -0.471 -0.524 1.865
O -1.315 -2.180 -2.222
H -1.226 -1.874 -3.094
H -2.133 -2.654 -2.325
*
```

Results of the Löwdin charge analysis, in e, for atoms 1 through 4: C -0.0801; N -0.0263; C -0.3883; O 0.0169


Here is a cluster of 2 separate species, C2H2O in total at a distorted geometry from the Open Molecules 2025 dataset. Energies are from the ωB97M-V functional and the def2-TZVPD basis.

max |F|	0.1223	hartree/bohr
energy above the lowest of the compared OMol25 structures with the same formula, charge and spin	728.7	kJ/mol
gap between HOMO and LUMO (alpha / beta)	8.01 / 8.09	eV
highest occupied orbital energy (alpha / beta)	-0.4240 / -0.4241	hartree
total energy	-4144.9881	eV
LUMO energy (alpha / beta)	-3.529 / -3.445	eV

The geometry in ORCA input format:
```
! RIJCOSX wB97M-V def2-TZVPD def2/J DEFGRID3
* xyz 0 1
C 2.148 -1.065 -0.698
C 1.511 -0.300 -1.294
O -1.564 0.505 0.506
H -1.374 0.388 1.440
H -0.722 0.471 0.045
*
```

Results of the Löwdin charge analysis, in e, for atoms 1 through 4: C 0.0273; C 0.0070; O -0.0584; H 0.0336


Here is the molecule C2H5N3O at a distorted geometry from the Open Molecules 2025 dataset. Energies are from the ωB97M-V functional and the def2-TZVPD basis.

max |F|	0.0590	hartree/bohr
energy above the lowest of the compared OMol25 structures with the same formula, charge and spin	431.0	kJ/mol
gap between HOMO and LUMO	9.44	eV
highest occupied orbital energy	-0.3123	hartree
total energy	-8669.1758	eV
LUMO energy	0.944	eV

The geometry in ORCA input format:
```
! RIJCOSX wB97M-V def2-TZVPD def2/J DEFGRID3
* xyz 0 1
C 0.867 -1.768 -0.815
N 0.131 -0.749 -0.598
O -0.399 -0.820 0.694
C -1.150 0.265 0.900
N -0.904 1.499 0.709
N 0.259 1.931 0.176
H 1.224 -1.725 -1.824
H 1.124 -2.654 -0.129
H -1.982 -0.041 1.556
H 0.718 1.227 -0.470
H 0.110 2.834 -0.199
*
```

Results of the Löwdin charge analysis, in e, for atoms 1 through 4: C 0.0008; N -0.0305; O -0.0877; C -0.2909


Here is the molecule C7H8ClN3OS at a distorted geometry from the Open Molecules 2025 dataset. Energies are from the ωB97M-V functional and the def2-TZVPD basis.

max |F|	0.0949	hartree/bohr
energy above the lowest of the compared OMol25 structures with the same formula, charge and spin	0.0	kJ/mol
gap between HOMO and LUMO	9.70	eV
highest occupied orbital energy	-0.3448	hartree
total energy	-37261.2067	eV
LUMO energy	0.323	eV

The geometry in ORCA input format:
```
! RIJCOSX wB97M-V def2-TZVPD def2/J DEFGRID3
* xyz 0 1
N -0.605 -2.889 -0.645
S -0.131 -1.749 0.218
O -0.050 -1.837 1.651
C 1.602 -1.464 -0.473
C 1.914 0.038 -0.510
C 1.294 0.942 0.560
C -0.174 1.138 0.390
N -0.594 2.398 0.515
C -1.862 2.649 0.251
N -2.798 1.766 -0.116
C -2.388 0.521 -0.243
Cl -3.535 -0.630 -0.707
C -1.081 0.184 -0.021
H -1.207 -3.597 -0.220
H 1.565 -1.917 -1.391
H 1.987 -2.038 0.314
H 1.751 0.422 -1.474
H 3.032 0.000 -0.447
H 1.887 1.888 0.558
H 1.584 0.500 1.468
H -2.191 3.675 0.321
*
```

Results of the Löwdin charge analysis, in e, for atoms 1 through 4: N -0.2349; S 0.7473; O -0.3557; C -0.1751